ORCA calculation (ωB97M-V/def2-TZVPD) on a 2-piece molecular cluster, C9H13ClO2 overall in a non-equilibrium geometry.

Computed properties:
LUMO energy (spin up / spin down) (eV): 0.9 / -1.0
Spin multiplicity: 3
F_max (eV Å⁻¹): 4.2
Highest occupied orbital energy (spin up / spin down) (eV): -7.7606 / -9.0754
DFT total energy (eV): -26155.716

Last column: Löwdin spin population.
CARTESIAN COORDINATES (ANGSTROEM)
C1 0.30430 0.44812 0.25446  0.0825
C2 -0.27324 -0.70654 0.25331  0.6223
C3 1.24889 0.71648 1.43132  0.0433
C4 0.15209 1.53591 -0.77074  0.0194
C5 -0.31246 -1.86661 1.10936  0.0989
C6 1.03489 -0.29262 2.55675  0.0000
C7 0.10625 0.99494 -2.20432  0.0145
C8 0.92531 -1.72159 2.03460  0.0457
C9 -1.00745 0.01389 -2.38878  0.1386
O1 -3.08832 1.29929 -3.07810  0.7774
O2 -2.16623 0.15757 -2.04060  0.0713
Cl1 -0.58247 -1.31529 -3.48358  0.0417
H1 2.26896 0.64878 1.04326  0.0000
H2 1.07784 1.73054 1.79530  0.0037
H3 -0.78789 2.05704 -0.57558  -0.0021
H4 0.96993 2.25061 -0.67414  -0.0001
H5 -1.23149 -1.88037 1.70169  0.0024
H6 -0.24698 -2.80120 0.54831  0.0118
H7 1.86939 -0.22610 3.25888  0.0015
H8 0.12040 -0.03949 3.09735  0.0001
H9 -0.11220 1.83590 -2.87218  0.0044
H10 1.05582 0.54440 -2.49279  0.0003
H11 0.82317 -2.42028 2.86694  0.0064
H12 1.82308 -1.97938 1.46981  0.0007
H13 -3.97156 1.01600 -2.84054  0.0153